DFT (ωB97M-V with the def2-TZVPD basis set) results for C28H32BrEuN10O3S3 as an isolated structure.

Atoms and positions in Å:
Eu 0.1974 1.4837 -0.4464
S 1.9580 -0.7650 0.0624
C 3.2289 0.3596 -0.1768
S 2.9906 2.0651 -0.0770
C 4.5503 -0.1464 -0.5319
C 4.8147 -1.5596 -0.6826
N 5.0328 -2.6894 -0.8164
C 5.6753 0.7207 -0.8002
N 6.6148 1.3558 -1.0395
C -2.8013 4.8570 -0.1613
C -2.7223 3.3629 -0.4503
C -4.0924 2.7403 -0.5758
O -1.9920 2.6973 0.5968
C -1.8970 3.2359 -1.7612
O -2.5382 3.2011 -2.8249
O -0.6360 3.2494 -1.5888
H -3.2962 5.0317 0.8044
H -3.3905 5.3563 -0.9335
H -1.8059 5.2986 -0.1363
H -4.7467 3.0628 0.2440
H -4.0023 1.6523 -0.5238
H -4.5499 3.0117 -1.5249
H -2.1618 3.1331 1.4409
C 2.4461 -0.6656 4.6824
C 2.0051 0.6333 4.0510
C 2.5059 1.8758 4.4007
C 2.0987 3.0210 3.7338
C 1.1969 2.8475 2.7016
Br 0.7000 4.3457 1.6628
N 0.6967 1.6916 2.3546
C 1.0822 0.6094 3.0242
H 2.9041 -0.5012 5.6600
H 3.1731 -1.1777 4.0478
H 1.6013 -1.3442 4.8171
H 3.2389 1.9518 5.2001
H 2.4914 3.9992 3.9705
H 0.6444 -0.3258 2.6901
C 3.3684 0.9018 -4.5955
N 1.9745 0.6698 -4.9271
C 1.5351 0.6292 -6.2995
C 1.0659 0.7866 -3.8721
N 1.3480 1.0597 -2.6827
N -0.2658 0.5458 -4.2792
C -1.3805 0.4036 -3.4506
N -2.5638 0.4530 -4.2086
N -1.2970 0.2051 -2.2025
H 3.9802 0.5382 -5.4196
H 3.6493 0.3382 -3.7042
H 3.6068 1.9557 -4.4147
H 2.4083 0.5335 -6.9406
H 0.9959 1.5302 -6.6250
H 0.9059 -0.2422 -6.4978
H 2.3308 1.2422 -2.5129
H -0.4665 0.6244 -5.2542
H -2.4792 1.1528 -4.9369
H -3.3144 0.7646 -3.5972
H -2.2311 0.1038 -1.8088
S -3.1501 -3.8622 3.3071
C -2.4272 -2.5718 2.3163
C -1.7135 -2.7840 1.1252
C -1.2322 -1.6870 0.4366
N -1.4271 -0.3946 0.8410
C -2.1386 -0.2150 1.9817
C -2.6360 -1.2456 2.7461
C -2.0549 -5.2081 3.0436
C -0.8624 -5.3671 3.7407
C -0.0712 -6.4759 3.4890
N -0.3762 -7.4401 2.6024
C -1.5247 -7.2649 1.9328
C -2.3758 -6.1871 2.1139
H -1.5128 -3.7833 0.7442
H -0.6654 -1.8228 -0.4774
H -2.2807 0.8159 2.2889
H -3.1731 -1.0183 3.6613
H -0.5552 -4.6262 4.4692
H 0.8607 -6.6014 4.0313
H -1.7795 -8.0279 1.2032
H -3.2907 -6.1041 1.5393

Its spin multiplicity is 8. The molar mass comes out at 884.70 g/mol. Its frontier orbital gap (alpha / beta) is 4.71 / 5.72 eV. The HOMO energy (alpha / beta) comes out at -2.97 / -3.97 eV. Its total charge is -1.

Atomic partial charges in e from the Löwdin method, atoms 1 to 6: Eu 1.2581; S 0.4478; C -1.2229; S 0.4338; C -0.4104; C -0.3164

***

DFT (ωB97M-V with the def2-TZVPD basis set) results for one molecule with the formula C4H5NO.

Atoms and positions in Å:
C 1.5930 -1.1596 -0.6770
C 0.4516 -0.2995 -0.2593
N -0.2742 0.4614 -1.0197
C -1.2177 1.0245 -0.1829
C -0.9922 0.5785 1.0813
O 0.0834 -0.2926 1.0317
H 2.4933 -0.5335 -0.9186
H 1.3580 -1.7718 -1.5952
H 1.8505 -1.8573 0.1529
H -1.9957 1.6790 -0.5549
H -1.4630 0.7312 2.0281

The molar mass comes out at 83.09 g/mol. Its frontier orbital gap is 10.20 eV. The HOMO energy comes out at -9.16 eV. The SMILES is Cc1ncco1.

Atomic partial charges in e from the Löwdin method, atoms 1 to 6: C -0.0086; C -0.4359; N 0.1115; C -0.1230; C -0.0831; O 0.0472

***

DFT (ωB97M-V with the def2-TZVPD basis set) results for a 9-piece molecular cluster, C22H46F5N18O9 overall.

Atoms and positions in Å:
C 3.1282 -1.3443 0.0705
C 2.0335 -0.2766 0.1393
C 1.8670 0.2197 1.5603
O 1.0769 1.4478 1.7251
C 0.1106 1.6533 0.8463
C -0.1188 2.8134 0.1759
N -1.2441 2.6317 -0.5891
C -1.6794 1.3900 -0.4151
C -2.8811 0.8395 -1.1476
F -3.3042 1.8808 -1.8831
F -2.3988 -0.0956 -2.0166
C -3.9247 0.1798 -0.2901
C -4.5991 0.9214 0.6816
C -5.5606 0.3242 1.4820
C -5.8456 -1.0287 1.3344
C -5.1678 -1.7624 0.3753
C -5.4421 -3.2360 0.2111
F -6.6849 -3.5502 0.5835
F -5.3306 -3.6054 -1.0724
F -4.5833 -3.9693 0.9173
C -4.2176 -1.1700 -0.4461
N -0.8990 0.7780 0.4684
H 3.2646 -1.5884 -0.9719
H 4.0547 -1.0208 0.5341
H 2.7939 -2.2562 0.5631
H 2.1777 0.5196 -0.5882
H 1.1165 -0.8010 -0.1447
H 2.8552 0.4795 1.9322
H 1.4814 -0.5413 2.2374
H 0.4849 3.6958 0.2580
H -1.6497 3.3725 -1.1850
H -4.3779 1.9738 0.8121
H -6.1008 0.8777 2.2303
H -6.5812 -1.4777 1.9823
H -3.7174 -1.7499 -1.2043
H -0.9986 -0.1621 0.8230
C -2.2102 4.9930 -3.0717
O -1.6056 4.8061 -2.0091
N -2.1571 6.1628 -3.7520
N -2.9604 3.9945 -3.5984
H -2.6419 6.3233 -4.6142
H -1.5994 6.9001 -3.3613
H -2.9293 3.1867 -3.0191
H -3.4819 4.0255 -4.4534
C -9.3744 0.4030 2.7580
O -8.1730 0.5192 2.9738
N -10.2599 1.4036 3.0215
N -9.9150 -0.7348 2.2392
H -11.2453 1.3306 2.8544
H -9.8937 2.2538 3.4058
H -9.2915 -1.4927 2.0344
H -10.8936 -0.8499 2.0565
C 6.3273 -2.3916 -2.1090
O 5.1532 -2.0636 -1.9844
N 6.9269 -2.5369 -3.3185
N 7.1262 -2.6405 -1.0250
H 7.8810 -2.8076 -3.4427
H 6.3730 -2.3722 -4.1369
H 6.7135 -2.5462 -0.1171
H 8.0866 -2.9155 -1.0961
C 1.4454 3.4507 5.4430
O 1.3445 4.3095 6.2940
N 1.8813 2.1781 5.7133
N 1.1203 3.6596 4.1296
H 1.9690 1.4640 5.0152
H 2.1231 1.9622 6.6639
H 0.7849 4.5696 3.8787
H 1.1923 2.9449 3.4313
C 9.1919 -1.9911 -6.0062
O 8.2888 -2.7735 -5.7253
N 9.3808 -1.5322 -7.2731
N 10.0753 -1.5229 -5.0803
H 10.1116 -0.8966 -7.5297
H 8.7520 -1.8618 -7.9816
H 9.9738 -1.8403 -4.1363
H 10.8174 -0.8859 -5.2979
C -0.6452 -1.0337 6.4785
O 0.4025 -1.6062 6.7343
N -0.6856 0.2509 6.0267
N -1.8642 -1.6432 6.6231
H -1.5302 0.7498 5.7987
H 0.1947 0.7182 5.9180
H -1.8677 -2.5890 6.9556
H -2.7349 -1.1923 6.4221
C 7.7837 -6.0708 -7.7220
O 8.6725 -6.4286 -6.9717
N 7.2574 -4.8086 -7.6916
N 7.2391 -6.9091 -8.6612
H 6.5263 -4.5034 -8.3045
H 7.6337 -4.1643 -7.0103
H 7.6040 -7.8414 -8.7085
H 6.5078 -6.6389 -9.2896
C -3.6823 2.6047 4.6237
O -2.6229 2.0127 4.7754
N -3.7385 3.9177 4.2578
N -4.8858 1.9919 4.8067
H -4.5947 4.4230 4.1319
H -2.8662 4.3947 4.1251
H -4.8680 1.0265 5.0758
H -5.7718 2.4460 4.6867

The molar mass comes out at 801.72 g/mol. Its frontier orbital gap is 8.46 eV. The HOMO energy comes out at -10.69 eV. Its total charge is +1.

Atomic partial charges in e from the Löwdin method, atoms 1 to 6: C -0.0903; C -0.2333; C -0.1403; O -0.0159; C -0.3023; C 0.0652

***

DFT (ωB97M-V with the def2-TZVPD basis set) results for C2F6NO4S5SbW as an isolated structure.

Atoms and positions in Å:
W 1.1068 -1.6384 0.2339
S 4.4697 -2.8040 2.4647
Sb 3.5896 -1.0565 1.4192
S 2.8521 -2.1699 -0.8932
S 0.8872 -3.1094 1.6735
F -3.1780 -1.8934 -0.8555
C -2.8969 -0.6851 -1.2847
F -3.6506 0.2156 -0.7017
F -2.9733 -0.6108 -2.5912
S -1.1208 -0.3346 -0.8141
O -0.2539 -1.3430 -1.5019
O -0.8575 -0.6466 0.6292
N -0.9188 1.1384 -1.1744
S 0.4868 1.7220 -0.5972
O 1.4175 0.5923 -0.4019
O 0.9267 2.8242 -1.3557
C 0.0863 2.3483 1.1408
F -1.2165 2.4187 1.3035
F 0.6376 3.5274 1.2791
F 0.6061 1.5049 2.0277

Its spin multiplicity is 2. The molar mass comes out at 681.95 g/mol. Its frontier orbital gap (alpha / beta) is 6.64 / 6.42 eV. The HOMO energy (alpha / beta) comes out at -13.16 / -13.41 eV. Its total charge is +1.

Atomic partial charges in e from the Löwdin method, atoms 1 to 6: W 0.5588; S 0.0261; Sb 0.6209; S 0.1613; S 0.2595; F 0.2033

***

DFT (ωB97M-V with the def2-TZVPD basis set) results for a 4-piece molecular cluster, C4H14O3 overall.

Atoms and positions in Å:
C -2.0361 0.8801 1.6726
C -1.1770 -0.1666 2.3294
C -0.6538 -1.2545 1.7600
C 0.3021 -2.1389 2.4734
H -1.7568 0.9144 0.6136
H -3.0926 0.6577 1.7883
H -1.6984 1.8512 2.0350
H -1.1309 -0.0701 3.4145
H -0.8609 -1.3697 0.7033
H 0.1206 -2.2878 3.5312
H 1.3114 -1.7962 2.2079
H 0.3801 -3.1387 2.0175
O 1.3641 2.9533 -1.0857
H 1.9746 2.7546 -0.3899
H 1.4136 2.1902 -1.6728
O 1.5524 0.7725 -3.1189
H 0.7416 0.2788 -2.8817
H 1.3038 1.3958 -3.7915
O -0.0275 -1.4100 -2.2170
H 0.6020 -1.9285 -2.7783
H -0.8162 -1.7917 -2.6081

The molar mass comes out at 110.15 g/mol. Its frontier orbital gap is 9.24 eV. The HOMO energy comes out at -8.89 eV. The SMILES is C/C=C/C.O.O.O.

Atomic partial charges in e from the Löwdin method, atoms 1 to 6: C -0.1072; C -0.1946; C -0.1878; C -0.1210; H 0.0675; H 0.0699